Computed, not measured: a molecular structure, C43H66N5O4SSiTeY, with wB97M-V/def2-TZVPD.

Geometry as XYZ:
```
122
Properties=species:S:1:pos:R:3:forces:R:3
Y 0.6066 0.8922 -0.6275 -2.4 2.5 -0.7
C 3.3155 1.7249 1.3441 -0.2 0.1 0.8
C 2.3364 2.3492 2.3938 0.5 0.4 -0.5
C 1.3757 3.3744 1.8422 0.8 2.7 0.2
C 1.5252 4.7840 2.1346 2.6 -4.1 1.0
C 0.4849 5.6314 1.8924 -3.4 1.1 -1.9
C -0.6523 5.1117 1.2698 2.8 0.7 -0.4
C -0.7371 3.7001 0.8979 0.2 -0.1 1.0
N 0.4200 2.8745 1.0706 -0.6 -0.5 -0.5
N 2.7935 0.4641 0.6943 1.0 0.2 0.9
C 2.5998 -0.5976 1.7483 -0.6 0.8 -0.7
C 1.6022 -1.6958 1.3277 -0.7 1.9 -0.4
C 1.6754 -2.7521 2.2863 -1.0 -3.2 1.4
C 0.8299 -3.7111 2.8850 1.2 1.2 -0.3
C -0.4809 -3.7783 3.5132 -1.0 1.8 -0.3
C -1.2585 -2.8204 4.1879 0.8 -2.8 -0.4
N 0.8644 -1.5184 0.2812 1.2 -0.6 2.1
C 3.8328 -0.0044 -0.2565 -0.2 -0.7 0.4
C 3.5947 0.2407 -1.7102 -1.0 0.4 -0.7
C 4.6798 0.1806 -2.5701 0.7 0.2 -0.4
C 4.4669 0.2715 -3.9376 -0.4 -0.3 0.2
C 3.1639 0.2664 -4.4140 0.7 0.2 0.2
C 2.1454 0.3854 -3.4961 -1.1 0.1 0.0
N 2.3257 0.4419 -2.1659 2.3 -0.8 -0.6
H 4.2817 1.4859 1.8694 -0.5 0.1 -0.5
H 3.5156 2.4817 0.5647 -0.1 -0.4 0.2
H 2.9029 2.7926 3.2371 -0.1 -0.3 -0.5
H 1.6700 1.5774 2.7852 0.2 0.0 0.2
H 2.5221 5.1084 2.4856 -0.8 -0.1 0.3
H 0.5129 6.6888 2.1870 0.0 -0.4 -0.2
H -1.4471 5.7270 0.9389 -0.7 0.5 0.0
H -1.3424 3.3861 0.0651 0.2 0.4 -0.4
H 2.1646 -0.1494 2.6636 0.3 -0.2 -0.6
H 3.5597 -1.0375 2.0371 0.1 0.0 0.0
H 2.7185 -2.9730 2.5395 -0.1 -0.3 -0.5
H 1.3539 -4.6783 3.0528 0.0 0.7 0.3
H -0.9115 -4.7635 3.4266 -0.3 -0.1 0.4
H -2.1496 -3.2550 4.6912 0.3 0.6 -0.3
H 3.8721 -1.1056 -0.1377 0.2 0.4 -0.2
H 4.8399 0.3991 -0.0359 -0.4 -0.2 0.3
H 5.7171 0.0675 -2.2166 -0.7 0.2 0.1
H 5.2965 0.3208 -4.6198 0.3 -0.1 -0.2
H 2.9646 0.2160 -5.4713 -0.2 0.1 -0.1
H 1.1122 0.4465 -3.8611 0.3 0.1 0.5
C -0.6276 0.5216 5.2295 0.4 2.3 0.3
C -1.4429 -0.6783 5.5445 0.1 -1.0 -1.6
C -2.9170 -0.4532 5.3206 -0.6 0.3 -0.1
C -1.0806 -1.2992 6.8657 0.0 0.1 0.6
O -0.9333 -1.5827 4.3817 0.4 0.8 0.5
Si -0.2839 -2.5993 -0.5359 -0.3 0.8 -1.6
S -0.3990 -1.4180 -2.2518 -0.2 -0.7 0.0
O -1.6286 -2.6044 0.3847 -2.0 -0.4 0.4
C -3.0977 -3.0422 0.1462 2.7 0.2 1.0
C -3.2214 -4.3275 1.0215 -0.6 0.4 -0.8
C -3.8833 -1.7970 0.5391 -0.8 -0.7 0.1
C -3.3348 -3.3972 -1.2983 -0.6 -0.7 -0.4
O 0.0998 -4.1776 -0.6495 0.8 -2.1 -0.2
C 0.8889 -5.4594 -0.9886 -2.5 3.4 -0.3
C 0.1906 -6.0441 -2.2164 0.1 -1.7 0.0
C 0.7323 -6.2863 0.2410 -0.1 -1.3 0.5
C 2.2610 -4.9561 -1.2568 0.9 -0.5 -0.4
H -0.9627 1.4074 5.8416 0.2 -0.8 -0.6
H -0.7403 0.8490 4.1731 -0.1 -0.2 0.6
H 0.4450 0.3870 5.4614 -0.4 -0.2 -0.2
H -3.2208 0.3495 6.0149 0.0 -0.2 -0.4
H -3.5371 -1.3366 5.5848 0.4 0.3 -0.3
H -3.1130 -0.1040 4.2710 0.1 -0.3 1.0
H -1.3345 -0.5924 7.6878 0.2 -0.3 -0.6
H 0.0091 -1.4630 6.8830 -0.4 -0.2 0.1
H -1.6476 -2.2185 7.0719 0.3 0.1 -0.2
H -2.8785 -4.1862 2.0431 0.2 0.2 -0.1
H -2.6298 -5.1114 0.5081 -0.2 0.3 0.5
H -4.2722 -4.6719 1.0672 0.3 0.2 -0.1
H -3.7310 -1.5049 1.5883 0.1 -0.1 -0.3
H -4.9726 -1.9941 0.4014 0.6 0.2 0.1
H -3.5823 -0.9845 -0.1252 0.0 0.0 0.2
H -2.7460 -4.2669 -1.6462 0.0 0.5 0.3
H -3.1518 -2.5604 -1.9668 0.0 0.1 0.0
H -4.3949 -3.7241 -1.3638 0.4 0.3 -0.1
H -0.8389 -6.4113 -1.9677 0.8 0.6 -0.2
H 0.7400 -6.9785 -2.5285 -0.3 0.8 0.2
H 0.1755 -5.3824 -3.0879 -0.1 0.1 0.4
H -0.3302 -6.4406 0.5003 0.4 0.3 -0.1
H 1.2505 -5.8120 1.0692 -0.1 0.1 0.1
H 1.1586 -7.3022 0.1307 0.0 0.4 -0.2
H 2.3307 -4.4434 -2.2179 -0.2 0.2 0.2
H 2.9106 -5.8198 -1.3384 0.5 -0.3 0.1
H 2.6190 -4.3160 -0.4481 -0.1 0.0 -0.1
O -1.2002 0.5086 0.6540 -0.8 -0.8 0.7
H -1.8136 1.1580 1.0856 0.2 0.2 0.2
H -1.2650 -0.3263 1.1484 -0.3 0.2 -0.2
Te -2.3671 3.3693 2.5270 -0.9 -1.3 0.7
C -3.2831 2.2679 -1.4666 0.3 -1.0 0.4
C -3.2115 2.4467 -2.9764 -0.6 -0.5 0.0
C -3.4704 1.0594 -3.5959 -0.1 -0.5 0.1
C -1.9959 3.0845 -3.5697 1.7 1.1 0.1
C -2.1709 3.6017 -4.8362 -0.1 0.1 -0.3
C -1.1937 4.2991 -5.5797 -0.7 -0.6 -0.5
C 0.0182 4.5224 -4.9590 0.2 -0.2 1.0
C 0.2828 4.1222 -3.6461 -0.6 -0.1 -0.1
C 1.5843 4.7071 -3.0701 -0.5 0.1 -1.3
C 2.7714 3.7991 -3.3714 0.4 -0.6 0.4
C 1.5329 5.0620 -1.6125 0.3 -0.3 0.6
C -0.6373 3.1865 -2.9207 -0.5 1.0 -2.1
N -0.2622 2.4994 -1.9099 1.6 -2.5 2.0
H -4.1782 1.6821 -1.1880 0.0 0.4 -0.2
H -3.2805 3.1732 -0.8634 0.1 0.1 -0.1
H -2.4417 1.6243 -1.1550 -0.3 0.5 -0.1
H -4.0701 3.0811 -3.2765 0.3 -0.2 0.1
H -2.8623 0.2732 -3.1184 0.0 0.3 -0.1
H -3.3131 0.9697 -4.6792 0.1 0.4 0.2
H -4.5153 0.8198 -3.3999 -0.2 -0.3 0.0
H -3.1529 3.4020 -5.2914 0.3 0.3 0.0
H -1.3980 4.6160 -6.6086 0.1 -0.1 0.3
H 0.8508 5.0055 -5.4641 -0.2 0.4 -0.2
H 1.7122 5.6456 -3.6838 0.2 -0.6 0.7
H 2.6993 2.8776 -2.7642 0.0 0.5 -0.1
H 3.7519 4.2696 -3.1619 -0.3 -0.1 0.0
H 2.7545 3.4562 -4.4050 0.1 0.2 -0.2
H 1.3117 4.1569 -1.0207 0.1 0.4 -0.1
H 0.7621 5.7943 -1.3885 -0.1 0.1 0.0
H 2.5094 5.4681 -1.3097 -0.2 0.0 0.1
```
Positions in Å, forces in eV/Å.

## Properties
HOMO-LUMO gap: 2.50 eV
electronic energy: -3246.9348 Ha
M: 993.7 g mol⁻¹
total charge: -2
strongest force on any atom: 5.0 eV/Å